This record from OMol25 describes C12H17N3O4S as an isolated structure. The level of theory is ωB97M-V with the def2-TZVPD basis set.

Summary:
Molar mass   299.35 g mol⁻¹
E_tot   -1330.48725 Eh
LUMO energy   -0.47 eV
Energy relative to the best compared isomer or geometry (same formula, charge and spin)   296.5 kcal per mole
HOMO-LUMO gap   7.4 eV

Geometry as ORCA input:
```
! RIJCOSX wB97M-V def2-TZVPD def2/J DEFGRID3
* xyz 0 1
C -4.5731 -1.6336 -1.5496
C -4.1978 -2.1157 -0.2157
H -3.1740 -2.4007 -0.1657
C -4.4597 -1.0056 0.7819
C -3.4381 -0.1056 0.4569
C -3.7848 1.2459 0.2284
C -2.7588 2.1512 0.1172
O -2.7834 3.4388 -0.5690
N -1.4431 1.7729 0.1394
C -1.1930 0.4492 0.6859
N -2.2539 -0.1388 0.9090
S 0.2643 -0.0540 0.9756
C 1.3935 1.1754 1.2928
C 1.8742 1.9713 0.1206
O 1.1899 2.6342 -0.7162
N 2.9766 1.3742 -0.2777
C 4.0523 0.4421 0.2397
O 3.9754 0.1619 1.4018
O 5.0705 0.4750 -0.7796
C 6.0151 -0.4374 -0.1885
C 5.6100 -1.9564 -0.4898
H 6.3957 -2.4731 0.0091
H 5.3250 -2.0788 -1.3517
H 4.7866 -2.1200 0.4699
H 6.8575 -0.0736 -1.2325
H 6.4109 -0.2053 0.7094
H 3.2765 1.5265 -1.3492
H 2.2230 1.1854 2.0119
H 0.6640 2.0529 2.0232
H -0.5664 2.3097 0.0572
H -4.7229 1.7741 -0.0832
H -5.5370 -0.5511 0.5912
H -4.3690 -1.3474 1.8321
H -5.0635 -3.0406 0.0203
H -3.9652 -0.9090 -1.9115
H -5.5957 -1.0449 -1.6848
H -4.4816 -2.4494 -2.5086
*
```